This record from the OMol25 dataset describes one molecule with the formula C4H5F2N in a non-equilibrium geometry. The level of theory is ωB97M-V/def2-TZVPD.

Computed properties:
- E_tot: -409.787244 a.u.
- HOMO level: -8.6 eV
- Frontier orbital gap: 9.256 eV
- Multiplicity: 1
- Net charge: 0

CARTESIAN COORDINATES (ANGSTROEM)
C (0.78, -0.31, -0.05)
C (-0.75, 0.09, 1.31)
C (-0.34, -0.17, -1.05)
C (-1.46, -0.05, -0.01)
N (1.94, -0.52, 0.19)
F (-2.20, -1.21, -0.10)
F (-2.42, 1.00, -0.09)
H (-0.78, -0.73, 1.93)
H (-0.67, 1.18, 1.53)
H (-0.14, 0.81, -1.57)
H (-0.30, -0.97, -1.67)
H (2.65, -0.74, -0.61)

Atom charges from the natural (NBO) analysis, given in e for atoms 1 to 5: C 0.44; C -0.54; C -0.56; C 0.68; N -0.63

---

This record from the OMol25 dataset describes a 2-piece molecular cluster, C4H5F3N2S overall in a non-equilibrium geometry. The level of theory is ωB97M-V/def2-TZVPD.

Computed properties:
- E_tot: -962.556279 a.u.
- HOMO level (alpha / beta): -7.0 / -9.1 eV
- Frontier orbital gap (alpha / beta): 6.124 / 8.944 eV
- Multiplicity: 1
- Net charge: 0

CARTESIAN COORDINATES (ANGSTROEM)
C (-0.94, 1.44, -0.48)
C (-0.56, 0.58, 0.50)
C (-1.49, 0.17, 1.53)
C (1.16, -1.90, -0.72)
N (1.39, 1.11, -0.42)
N (0.79, 0.30, 0.49)
F (1.68, -1.12, -1.73)
F (2.17, -2.81, -0.36)
F (0.20, -2.64, -1.34)
S (0.34, 2.02, -1.47)
H (-1.95, 1.74, -0.55)
H (-1.58, 0.98, 2.27)
H (-1.04, -0.72, 1.99)
H (-2.56, -0.10, 1.07)
H (2.38, 0.95, -0.77)

Atom charges from the natural (NBO) analysis, given in e for atoms 1 to 5: C -0.45; C 0.11; C -0.64; C 0.88; N -0.51

---

This record from the OMol25 dataset describes a 2-piece molecular cluster, C4H5F3O overall in a non-equilibrium geometry. The level of theory is ωB97M-V/def2-TZVPD.

Computed properties:
- E_tot: -530.141728 a.u.
- HOMO level: -10.1 eV
- Frontier orbital gap: 10.911 eV
- Multiplicity: 1
- Net charge: 0
- SMILES: FC1C=C1.OC(F)F

CARTESIAN COORDINATES (ANGSTROEM)
C (-2.80, -0.80, 0.31)
C (-1.60, -0.29, 0.52)
C (-2.67, 0.52, -0.25)
C (2.62, -0.09, 0.16)
O (3.67, 0.60, -0.21)
F (-3.15, 1.64, 0.30)
F (1.49, 0.61, -0.01)
F (2.54, -1.13, -0.80)
H (2.64, -0.60, 1.17)
H (-3.52, -1.55, 0.42)
H (-0.57, -0.25, 0.85)
H (-2.65, 0.74, -1.37)
H (3.99, 0.60, -1.09)

Atom charges from the natural (NBO) analysis, given in e for atoms 1 to 5: C -0.21; C -0.17; C 0.14; C 0.79; O -0.72